Molecular formula: C2H5ClInMgO
Method: DFT, ωB97M-V/def2-TZVPD

Properties
Strongest force on any atom: 5.8 eV/A
HOMO-LUMO gap: 3.98 eV

Geometry as ORCA input:
```
! RIJCOSX wB97M-V def2-TZVPD def2/J DEFGRID3
* xyz 1 1
O -0.797 3.158 -0.453
C -0.381 1.988 -0.676
Cl -0.088 1.548 -2.422
C -0.117 1.042 0.584
In -0.160 -1.166 0.144
H -0.937 1.263 1.346
H 0.872 1.384 1.066
H -1.467 -1.684 -0.977
H 1.478 -1.814 -0.393
H -0.470 -2.004 1.734
Mg 2.068 -3.716 0.047
*
```

=====

Molecular formula: C20H21InN6O13
Method: DFT, ωB97M-V/def2-TZVPD

Properties
Strongest force on any atom: 3.6 eV/A
HOMO-LUMO gap: 3.00 eV

Geometry as ORCA input:
```
! RIJCOSX wB97M-V def2-TZVPD def2/J DEFGRID3
* xyz 2 1
In -3.587 3.909 -3.466
N -1.140 1.411 -1.830
O -0.826 0.536 -0.997
O -0.288 2.217 -2.197
O -2.336 1.522 -2.184
C -4.728 0.592 0.187
N -5.444 1.793 -0.281
O -5.193 2.184 -1.427
O -6.326 2.270 0.377
H -3.976 0.235 -0.504
H -5.388 -0.216 0.489
H -4.201 0.934 1.081
C 0.699 3.646 -6.488
N 0.506 3.280 -5.057
O -0.580 2.834 -4.708
O 1.410 3.412 -4.276
H 0.010 4.470 -6.642
H 0.474 2.768 -7.084
H 1.762 3.861 -6.545
C 1.825 -3.373 2.386
C 1.331 -2.546 1.385
C 0.008 -2.111 1.448
C -0.813 -2.546 2.491
C -0.350 -3.415 3.463
C 0.949 -3.863 3.380
N -2.226 -2.136 2.483
O -2.835 -2.288 3.514
O -2.680 -1.670 1.457
H 2.880 -3.610 2.401
H 1.998 -2.142 0.640
H -0.313 -1.360 0.738
H -1.003 -3.839 4.213
H 1.283 -4.603 4.096
C 2.160 -3.083 -1.423
C 3.481 -2.649 -1.344
C 3.825 -1.315 -1.370
C 2.792 -0.382 -1.507
C 1.437 -0.798 -1.514
C 1.138 -2.154 -1.550
N 3.073 1.038 -1.538
O 4.142 1.395 -1.118
O 2.249 1.757 -2.059
H 1.919 -4.137 -1.377
H 4.306 -3.351 -1.369
H 4.843 -0.952 -1.367
H 0.682 -0.025 -1.577
H 0.075 -2.344 -1.614
C -0.815 0.992 4.328
C 0.360 0.270 4.263
C 1.134 0.347 3.105
C 0.682 1.097 2.009
C -0.566 1.716 2.045
C -1.310 1.700 3.201
N 1.549 1.204 0.837
O 2.314 0.288 0.641
O 1.386 2.144 0.097
H -1.430 0.934 5.217
H 0.729 -0.203 5.162
H 2.083 -0.163 3.000
H -0.951 2.188 1.152
H -2.191 2.323 3.128
*
```

=====

Molecular formula: C32H32CuN9OPSi
Method: DFT, ωB97M-V/def2-TZVPD

Properties
Strongest force on any atom: 1.9 eV/A
HOMO-LUMO gap (alpha / beta): 5.43 / 7.25 eV

Geometry as ORCA input:
```
! RIJCOSX wB97M-V def2-TZVPD def2/J DEFGRID3
* xyz 0 2
Cu -0.446 0.467 0.663
N -0.212 3.508 1.534
C -1.012 2.818 2.363
N -1.773 3.521 3.189
C -2.529 2.804 4.027
N -3.279 3.481 4.907
N -2.563 1.475 4.083
C -1.749 0.836 3.238
N -0.957 1.474 2.353
C -1.721 -0.592 3.333
C -2.715 -1.221 4.090
C -2.705 -2.568 4.336
C -1.620 -3.318 3.831
C -0.672 -2.706 3.083
N -0.716 -1.368 2.756
H -0.405 4.491 1.448
H 0.253 3.034 0.779
H -3.328 4.481 4.839
H -3.911 2.966 5.492
H -3.488 -0.580 4.480
H -3.496 -3.044 4.891
H -1.543 -4.374 4.028
H 0.178 -3.228 2.668
N -5.067 2.588 -3.049
C -4.318 2.400 -2.195
N -3.554 2.282 -1.166
C -2.462 1.811 -0.859
N -1.382 1.524 -0.476
O 1.270 -1.558 1.701
C 0.216 -0.952 1.769
C -4.041 -3.289 -1.612
P -2.890 -2.054 -0.845
C -1.510 -3.214 -0.399
C -2.175 -1.380 -2.416
H -3.518 -3.928 -2.324
H -4.836 -2.750 -2.124
H -4.488 -3.902 -0.831
H -1.271 -3.876 -1.232
H -1.799 -3.810 0.466
H -0.633 -2.624 -0.139
H -1.770 -2.171 -3.049
H -1.387 -0.671 -2.165
H -2.956 -0.850 -2.959
C 4.464 2.957 1.590
C 3.813 3.482 0.487
C 2.882 2.718 -0.193
C 2.583 1.421 0.218
C 3.219 0.922 1.354
C 4.158 1.680 2.028
Si 1.410 0.337 -0.817
C 1.333 1.090 -2.570
C 0.409 2.047 -2.973
C 0.377 2.508 -4.279
C 1.294 2.038 -5.205
C 2.253 1.122 -4.809
C 2.267 0.653 -3.509
C 2.203 -1.357 -1.163
C 3.536 -1.575 -0.833
C 4.189 -2.733 -1.212
C 3.515 -3.706 -1.928
C 2.188 -3.506 -2.270
C 1.542 -2.343 -1.892
H 5.209 3.539 2.108
H 4.043 4.480 0.149
H 2.395 3.125 -1.067
H 2.981 -0.071 1.701
H 4.659 1.266 2.892
H -0.314 2.422 -2.264
H -0.378 3.227 -4.567
H 1.264 2.379 -6.230
H 2.981 0.754 -5.519
H 3.003 -0.080 -3.220
H 4.078 -0.812 -0.300
H 5.229 -2.871 -0.952
H 4.027 -4.609 -2.228
H 1.654 -4.254 -2.843
H 0.519 -2.183 -2.193
*
```

=====

Molecular formula: C17H26N2OS
Method: DFT, ωB97M-V/def2-TZVPD

Properties
Strongest force on any atom: 0.6 eV/A
HOMO-LUMO gap: 8.58 eV
Structure (SMILES): CC(C)CN1CCC(=O)N(CCSc2ccccc2)CC1

Geometry as ORCA input:
```
! RIJCOSX wB97M-V def2-TZVPD def2/J DEFGRID3
* xyz 0 1
C -4.586 -1.693 -1.088
C -4.493 -0.169 -1.086
C -5.837 0.423 -1.513
C -4.103 0.400 0.297
N -2.701 0.417 0.662
C -2.106 -0.859 0.994
C -0.952 -0.698 1.996
C 0.369 -0.395 1.323
O 1.319 -1.154 1.397
N 0.437 0.753 0.609
C 1.673 1.033 -0.093
C 2.697 1.680 0.837
S 4.262 2.027 -0.018
C 5.054 0.448 -0.192
C 6.242 0.457 -0.918
C 6.950 -0.713 -1.104
C 6.479 -1.903 -0.570
C 5.298 -1.906 0.151
C 4.580 -0.738 0.347
C -0.629 1.729 0.571
C -1.865 1.230 -0.191
H -4.925 -2.046 -2.060
H -5.299 -2.029 -0.337
H -3.625 -2.154 -0.880
H -3.736 0.139 -1.815
H -5.780 1.507 -1.583
H -6.608 0.164 -0.791
H -6.133 0.034 -2.484
H -4.638 -0.152 1.074
H -4.440 1.441 0.345
H -2.878 -1.475 1.458
H -1.726 -1.392 0.105
H -1.207 0.086 2.710
H -0.814 -1.633 2.539
H 2.072 0.086 -0.466
H 1.471 1.688 -0.943
H 2.346 2.653 1.183
H 2.895 1.047 1.701
H 6.598 1.389 -1.330
H 7.870 -0.697 -1.669
H 7.030 -2.820 -0.716
H 4.920 -2.826 0.571
H 3.663 -0.789 0.913
H -0.240 2.621 0.079
H -0.934 2.004 1.586
H -2.448 2.097 -0.508
H -1.522 0.692 -1.093
*
```

=====

Molecular formula: C14H18N2OS
Method: DFT, ωB97M-V/def2-TZVPD

Properties
Strongest force on any atom: 0.8 eV/A
HOMO-LUMO gap: 8.48 eV
Structure (SMILES): Cc1ccc2nc(SC[C@H]3CCCCO3)[nH]c2c1

Geometry as ORCA input:
```
! RIJCOSX wB97M-V def2-TZVPD def2/J DEFGRID3
* xyz 0 1
C 2.756 -5.241 -0.736
C 1.845 -4.058 -0.596
C 1.716 -3.163 -1.667
C 0.899 -2.055 -1.615
C 0.184 -1.837 -0.444
N -0.693 -0.832 -0.109
C -1.075 -1.104 1.105
S -2.194 -0.163 2.046
C -2.516 1.153 0.840
C -1.345 2.121 0.680
C -1.042 2.385 -0.798
C 0.074 3.420 -0.914
C -0.315 4.668 -0.125
C -0.658 4.270 1.310
O -1.692 3.314 1.357
N -0.507 -2.237 1.620
C 0.314 -2.738 0.638
C 1.137 -3.848 0.575
H 3.775 -4.913 -0.939
H 2.759 -5.841 0.170
H 2.438 -5.868 -1.568
H 2.284 -3.358 -2.566
H 0.810 -1.377 -2.448
H -2.751 0.657 -0.099
H -3.382 1.697 1.215
H -0.438 1.697 1.144
H -0.753 1.442 -1.263
H -1.946 2.763 -1.281
H 0.251 3.670 -1.961
H 0.998 3.003 -0.504
H 0.498 5.395 -0.118
H -1.192 5.131 -0.583
H -1.024 5.126 1.882
H 0.241 3.869 1.806
H -0.678 -2.619 2.534
H 1.223 -4.526 1.411
*
```

=====

Molecular formula: C35H34F5MnN4O6P2S2Te
Method: DFT, ωB97M-V/def2-TZVPD

Properties
Strongest force on any atom: 0.7 eV/A
HOMO-LUMO gap (alpha / beta): 5.72 / 5.78 eV

Geometry as ORCA input:
```
! RIJCOSX wB97M-V def2-TZVPD def2/J DEFGRID3
* xyz 1 2
Mn 0.662 0.476 -0.676
N 1.835 -1.080 1.699
P 0.379 -0.201 1.510
C 0.205 0.628 3.110
C 0.223 2.017 3.153
C 0.178 2.681 4.371
C 0.118 1.958 5.551
C 0.104 0.568 5.519
C 0.144 -0.095 4.306
C -0.834 -1.572 1.619
C -0.573 -2.838 0.893
C -1.692 -3.785 0.850
C -2.879 -3.550 1.470
C -3.031 -2.352 2.179
C -2.018 -1.384 2.264
C 2.904 -0.791 0.859
C 4.178 -1.297 1.102
C 5.193 -0.953 0.237
C 4.921 -0.118 -0.843
C 3.631 0.318 -1.025
N 2.626 -0.012 -0.187
H 2.076 -1.487 2.591
H 0.274 2.583 2.235
H 0.188 3.763 4.396
H 0.080 2.475 6.501
H 0.055 0.004 6.441
H 0.118 -1.179 4.294
H 0.183 -3.365 1.512
H -1.525 -4.703 0.296
H -3.698 -4.252 1.407
H -3.977 -2.145 2.669
H -2.231 -0.467 2.796
H 4.353 -1.942 1.952
H 6.194 -1.332 0.400
H 5.691 0.176 -1.540
H 3.355 0.942 -1.863
F 2.166 -1.187 -4.585
Te 1.008 0.218 -4.232
F -0.414 -0.977 -4.281
F -0.188 1.637 -4.130
F 0.829 0.377 -6.060
F 2.422 1.420 -4.379
O 1.294 0.027 -2.446
C 2.713 3.173 1.070
O 1.531 3.662 0.430
P 0.685 2.766 -0.608
O -0.683 3.584 -0.584
C -1.551 3.563 0.554
O 1.244 3.122 -2.037
C 1.255 4.454 -2.589
H 2.779 3.656 2.042
H 3.589 3.431 0.475
H 2.669 2.091 1.202
H -1.740 2.538 0.885
H -2.488 4.017 0.243
H -1.118 4.144 1.369
H 2.005 4.450 -3.374
H 1.510 5.185 -1.824
H 0.276 4.672 -3.009
O -5.723 -0.155 0.990
S -4.693 0.840 0.978
O -4.365 1.511 2.207
N -3.281 0.164 0.409
C -2.875 0.758 -0.656
S -1.422 0.352 -1.503
C -3.776 1.821 -1.185
C -3.630 2.595 -2.321
C -4.618 3.536 -2.594
C -5.714 3.693 -1.751
C -5.861 2.913 -0.607
C -4.873 1.987 -0.355
H -2.775 2.459 -2.972
H -4.537 4.152 -3.479
H -6.469 4.430 -1.992
H -6.712 3.029 0.049
C 0.084 -2.711 -0.517
C 0.889 -3.908 -0.950
C 0.761 -4.366 -2.258
C 1.538 -5.416 -2.717
C 2.453 -6.022 -1.862
C 2.594 -5.569 -0.553
C 1.815 -4.517 -0.107
C 3.263 -7.117 -2.327
N 3.911 -7.989 -2.698
H 0.743 -1.839 -0.514
H -0.695 -2.490 -1.244
H 0.062 -3.883 -2.930
H 1.439 -5.766 -3.735
H 3.312 -6.042 0.102
H 1.957 -4.161 0.909
*
```

=====

Molecular formula: C35H29ClNO4ReTe
Method: DFT, ωB97M-V/def2-TZVPD

Properties
Strongest force on any atom: 1.2 eV/A
HOMO-LUMO gap (alpha / beta): 5.76 / 5.47 eV

Geometry as ORCA input:
```
! RIJCOSX wB97M-V def2-TZVPD def2/J DEFGRID3
* xyz -1 2
Re 0.783 -1.364 0.322
O -0.310 -1.792 1.884
C -1.621 -1.386 2.159
C -2.060 -0.314 1.165
C -2.100 -0.744 -0.271
C -3.283 -0.698 -0.989
C -3.254 -0.839 -2.363
C -2.031 -0.981 -2.985
C -0.876 -1.094 -2.221
C 0.463 -1.208 -2.872
C 1.491 -0.180 -2.357
O 1.678 -0.238 -0.970
C 0.980 1.225 -2.715
C 0.464 2.049 -1.718
C -0.078 3.288 -2.041
C -0.112 3.723 -3.358
C 0.413 2.910 -4.355
C 0.957 1.674 -4.032
C 2.856 -0.440 -3.007
C 3.999 -0.028 -2.324
C 5.257 -0.217 -2.872
C 5.404 -0.828 -4.113
C 4.275 -1.247 -4.796
C 3.012 -1.053 -4.245
N -0.929 -1.049 -0.876
C -1.612 -0.857 3.594
C -2.174 0.341 4.000
C -2.096 0.750 5.331
C -1.457 -0.043 6.267
C -0.894 -1.255 5.868
C -0.971 -1.653 4.547
C -2.590 -2.562 2.035
C -3.865 -2.509 2.591
C -4.771 -3.542 2.389
C -4.405 -4.650 1.632
C -3.131 -4.711 1.085
C -2.226 -3.674 1.284
H -1.352 0.522 1.243
H -3.054 0.052 1.426
H -4.207 -0.512 -0.457
H -4.166 -0.789 -2.945
H -1.947 -1.021 -4.063
H 0.309 -1.057 -3.941
H 0.859 -2.213 -2.716
H 0.516 1.719 -0.689
H -0.469 3.919 -1.251
H -0.534 4.689 -3.605
H 0.406 3.241 -5.387
H 1.382 1.057 -4.816
H 3.880 0.420 -1.347
H 6.133 0.105 -2.322
H 6.389 -0.988 -4.534
H 4.371 -1.740 -5.756
H 2.151 -1.408 -4.793
H -2.668 0.985 3.283
H -2.528 1.699 5.624
H -1.387 0.278 7.299
H -0.385 -1.883 6.589
H -0.514 -2.579 4.221
H -4.152 -1.658 3.200
H -5.759 -3.488 2.829
H -5.107 -5.460 1.476
H -2.830 -5.567 0.494
H -1.230 -3.729 0.857
Cl 3.227 1.711 3.922
C 3.565 0.294 2.887
C 2.398 -0.122 2.025
O 1.455 0.634 1.751
O 2.494 -1.311 1.553
H 3.857 -0.537 3.520
H 4.396 0.550 2.234
Te 1.256 -3.729 -0.493
*
```

=====

Molecular formula: C4H8N4
Method: DFT, ωB97M-V/def2-TZVPD

Properties
Strongest force on any atom: 7.0 eV/A
HOMO-LUMO gap: 9.19 eV
Structure (SMILES): [H]/N=C\N(/C=N/C)N=C

Geometry as ORCA input:
```
! RIJCOSX wB97M-V def2-TZVPD def2/J DEFGRID3
* xyz 0 1
H -2.373 -0.851 0.276
N -2.203 -0.979 -0.875
C -1.098 -0.739 -1.312
N 0.187 -0.387 -0.664
C 0.107 0.479 0.472
N -0.966 0.575 1.086
C -0.583 1.229 2.367
N 1.601 -0.447 -0.940
C 2.061 -0.906 -2.176
H -0.932 -1.284 -2.362
H 1.113 0.936 0.951
H 0.459 1.599 2.260
H -0.674 0.828 3.321
H -1.169 2.211 2.679
H 1.308 -1.547 -2.903
H 3.162 -0.719 -2.181
*
```

=====

Molecular formula: C43H31CsN2O7P2S
Method: DFT, ωB97M-V/def2-TZVPD

Properties
Strongest force on any atom: 1.5 eV/A
HOMO-LUMO gap: 8.33 eV

Geometry as ORCA input:
```
! RIJCOSX wB97M-V def2-TZVPD def2/J DEFGRID3
* xyz 0 1
Cs -1.757 3.388 -0.236
O -0.664 1.337 -1.413
S -0.053 0.279 -0.537
C 1.081 -0.612 -1.604
C 1.128 -0.208 -2.926
C 1.980 -0.871 -3.803
C 2.764 -1.916 -3.341
C 2.720 -2.290 -2.000
C 1.893 -1.630 -1.100
P 1.780 -2.054 0.688
C 3.294 -1.269 1.351
C 4.017 -0.295 0.670
C 5.107 0.322 1.272
C 5.489 -0.033 2.557
C 4.768 -1.001 3.247
C 3.674 -1.606 2.651
C 2.237 -3.821 0.721
C 3.549 -4.290 0.754
C 3.805 -5.652 0.770
C 2.753 -6.560 0.752
C 1.444 -6.103 0.726
C 1.188 -4.739 0.719
C -1.324 -0.979 -0.285
C -1.411 -2.015 -1.211
C -2.367 -3.004 -1.090
C -3.260 -2.943 -0.031
C -3.184 -1.901 0.875
C -2.219 -0.887 0.793
P -2.598 0.483 2.004
C -3.099 -0.517 3.458
C -4.348 -0.287 4.020
C -4.757 -0.994 5.145
C -3.917 -1.941 5.708
C -2.664 -2.178 5.150
C -2.257 -1.468 4.035
C -1.087 1.222 2.730
C 0.202 0.701 2.706
C 1.235 1.354 3.363
C 0.983 2.523 4.068
C -0.305 3.037 4.125
C -1.335 2.395 3.455
H 0.490 0.603 -3.264
H 2.013 -0.568 -4.840
H 3.421 -2.444 -4.019
H 3.344 -3.107 -1.654
H 3.740 -0.024 -0.340
H 5.663 1.077 0.730
H 6.343 0.442 3.020
H 5.058 -1.283 4.250
H 3.112 -2.358 3.198
H 4.373 -3.586 0.778
H 4.827 -6.007 0.799
H 2.955 -7.623 0.766
H 0.622 -6.807 0.722
H 0.164 -4.380 0.715
H -0.713 -2.051 -2.035
H -2.415 -3.805 -1.815
H -4.025 -3.698 0.092
H -3.909 -1.877 1.677
H -5.006 0.450 3.574
H -5.731 -0.806 5.577
H -4.232 -2.495 6.582
H -2.006 -2.915 5.590
H -1.280 -1.652 3.603
H 0.399 -0.221 2.187
H 2.237 0.943 3.327
H 1.791 3.030 4.579
H -0.507 3.940 4.686
H -2.342 2.797 3.500
O -2.951 5.336 -1.626
C -1.842 5.518 -2.180
O -0.736 5.644 -1.621
C -1.824 5.354 -3.691
C -2.608 6.130 -4.534
C -2.575 5.881 -5.896
C -1.817 4.867 -6.458
C -1.063 4.109 -5.583
C -1.038 4.345 -4.224
N -0.252 2.998 -6.123
O -0.185 2.880 -7.329
O 0.279 2.246 -5.321
N -3.404 6.714 -6.797
O -3.401 6.435 -7.981
O -3.979 7.668 -6.311
H -3.247 6.906 -4.140
H -1.819 4.681 -7.519
H -0.413 3.738 -3.587
*
```